9
Properties=species:S:1:pos:R:3:lowdin_charge:R:1 method="wB97M-V/def2-TZVPD" relative_energy_kcal_mol=12.4 total_charge=0 fmax_ha_per_bohr=0.0851 smiles=C#C[SiH](Cl)C#C homo_energy_ev=-10.649
C -0.938 -2.202 -0.596 0.047
C -0.222 -1.403 -0.072 -0.266
Si 0.896 -0.061 0.564 0.131
Cl 2.829 -0.544 -0.038 0.259
C 0.142 1.517 -0.064 -0.241
C -0.617 2.393 -0.410 0.066
H -1.587 -2.937 -0.936 0.010
H 0.642 0.028 2.161 0.013
H -1.145 3.209 -0.609 -0.019

***

54
Properties=species:S:1:pos:R:3:lowdin_charge:R:1 method="wB97M-V/def2-TZVPD" relative_energy_kcal_mol=282.5 total_charge=0 fmax_ha_per_bohr=0.0845 homo_energy_ev=-5.837
Li -6.827 9.078 12.594 0.863
Li -9.132 6.411 9.690 0.785
Li -6.408 9.847 8.144 0.816
F -7.255 11.838 10.910 -0.860
C -4.680 5.801 7.036 -0.139
C -4.291 6.178 8.446 -0.573
O -5.279 6.806 9.220 -0.448
H -5.112 6.646 6.501 0.047
H -5.514 5.101 7.079 0.058
H -3.818 5.554 6.416 0.064
H -3.331 6.693 8.406 0.070
H -3.790 5.306 8.866 0.073
C -10.722 10.931 5.040 -0.126
C -11.042 9.796 6.006 -0.532
O -9.986 9.548 6.880 -0.417
H -11.652 11.487 4.913 0.051
H -10.492 10.527 4.055 0.050
H -9.936 11.610 5.372 0.060
H -11.390 8.911 5.473 0.073
H -11.842 10.154 6.655 0.067
C -1.379 11.847 12.951 -0.063
C -1.214 13.275 13.647 -0.390
C -0.828 13.137 15.235 -0.135
O -1.424 12.053 15.986 -0.250
C -0.996 11.872 17.334 -0.099
N -0.191 14.010 13.014 0.010
H -2.224 11.840 12.262 0.061
H -1.558 11.013 13.629 0.055
H -0.520 11.557 12.346 0.060
H -2.205 13.652 13.397 0.127
H -1.286 14.006 15.707 0.110
H 0.252 13.100 15.380 0.113
H -0.831 12.840 17.807 0.083
H -0.118 11.233 17.229 0.087
H -1.840 11.376 17.812 0.085
H -0.510 14.151 12.067 0.077
H 0.638 13.437 12.956 0.072
C -2.444 12.416 3.633 -0.048
C -2.384 12.147 5.195 -0.440
C -1.299 12.871 5.874 -0.187
O -1.666 14.280 6.243 -0.211
C -0.564 15.152 6.494 -0.090
N -3.677 12.512 5.822 0.044
H -2.428 13.502 3.545 0.079
H -3.351 11.908 3.306 0.075
H -1.543 11.960 3.222 0.072
H -2.216 11.071 5.238 0.125
H -0.421 12.816 5.231 0.115
H -0.872 12.202 6.622 0.121
H 0.276 14.523 6.788 0.083
H -0.993 15.781 7.274 0.091
H -0.307 15.727 5.604 0.083
H -3.517 13.384 6.306 0.052
H -4.153 12.950 5.046 0.053